ORCA calculation (wB97M-V/def2-TZVPD) on a single C5H9N molecule at a distorted geometry.

As for the structure (SMILES): C=CC/C=C\N. As for the HOMO-LUMO gap: 0.3011 hartree. As for the charge: 0. The calculation puts the HOMO energy at -7.288 eV.

Geometry (Å):
C 0.590 0.006 0.639
C 1.598 -0.915 0.542
N 1.496 -2.216 0.083
C -0.255 0.115 -0.656
C -1.396 1.079 -0.537
C -1.765 1.966 0.377
H 0.087 0.274 1.556
H 2.583 -0.694 0.959
H 0.916 -2.348 -0.735
H 2.353 -2.748 0.052
H 0.447 0.603 -1.337
H -0.651 -0.813 -1.075
H -2.069 1.071 -1.397
H -2.731 2.431 0.256
H -1.203 2.187 1.274

Cartesian forces, eV/Å:
C -0.5801 -1.4016 -2.3912
C 0.0649 0.3771 2.0870
N 0.3641 0.6277 -1.5605
C -0.0293 0.7808 1.5531
C -0.8974 0.0561 -0.6911
C 0.2897 -0.4641 0.3075
H 1.0895 1.1886 0.2636
H -0.3632 -0.5792 1.1340
H -0.1293 -0.3127 0.1653
H 0.0925 0.1835 -0.3031
H -0.1369 -0.4442 -0.5510
H 0.0969 -0.0360 -0.1017
H 0.0597 -0.3075 0.0090
H 0.0849 0.4241 -0.0322
H -0.0060 -0.0926 0.1112

In the Mulliken picture, each atom carries the following charge in e: -0.3722 -0.2679 -0.4151 -0.2532 -0.1825 -0.8271 0.2392 0.3096 0.2077 0.2574 0.2165 0.3084 0.2457 0.2461 0.2871

***

ORCA calculation (wB97M-V/def2-TZVPD) on a single C5H9N molecule at a distorted geometry.

As for the structure (SMILES): [H]/N=C1/CC1(C)C. As for the HOMO-LUMO gap: 0.3462 hartree. As for the charge: 0. The calculation puts the HOMO energy at -8.509 eV.

Geometry (Å):
C -1.345 0.011 0.164
C -0.881 -0.266 -1.147
C 0.192 0.045 -0.060
C 0.883 1.414 -0.069
C 0.935 -1.282 0.440
N -2.281 0.230 0.892
H -0.774 -1.251 -1.549
H -0.956 0.481 -1.924
H 0.585 1.800 0.948
H 0.564 1.882 -0.987
H 1.984 1.198 -0.224
H 0.103 -2.084 0.529
H 1.421 -1.121 1.415
H 1.655 -1.662 -0.292
H -2.084 0.605 1.863

Cartesian forces, eV/Å:
C 4.4871 0.0111 -0.6272
C 1.2976 -0.1300 -1.2931
C -1.0822 -1.6812 0.4596
C 0.6431 -2.3618 0.8156
C -2.1800 0.4623 -0.2751
N -3.3515 1.2255 3.1075
H -0.4372 -0.6239 -0.1357
H -0.3989 0.1989 -0.0540
H 0.9051 0.7237 -1.4217
H -0.3381 1.0191 0.3161
H -1.0332 0.6514 0.6816
H 1.4992 1.1758 0.1222
H -0.2040 -0.1719 -0.3267
H 0.0151 0.2834 0.0848
H 0.1778 -0.7824 -1.4539

In the Mulliken picture, each atom carries the following charge in e: 0.5029 -0.9342 0.8363 -1.1755 -1.2696 -0.6904 0.2721 0.2839 0.2841 0.3182 0.3302 0.3002 0.3462 0.3369 0.2588

***

ORCA calculation (wB97M-V/def2-TZVPD) on 2 unconnected molecules or ions with the total composition C5H9N at a distorted geometry.

The multiplicity is 3. As for the HOMO-LUMO gap (alpha / beta): 0.2810 / 0.2766 hartree. As for the charge: 0. The calculation puts the HOMO energy (alpha / beta) at -6.752 / -9.147 eV. Its expectation value of S² is 2.016.

Geometry (Å):
C 1.726 0.200 0.007
C 1.170 -0.228 -1.297
C 0.393 -0.280 -0.016
C -0.344 -1.388 0.634
C -1.165 1.572 0.096
N 2.747 0.647 0.571
H 0.952 0.535 -2.031
H 1.507 -1.159 -1.739
H -1.350 -1.482 0.222
H -0.421 -1.224 1.709
H 0.177 -2.335 0.464
H -1.174 1.829 -0.944
H -0.633 2.228 0.755
H -2.024 1.066 0.490
H 2.646 0.807 1.575

Cartesian forces, eV/Å:
C -2.0992 -0.2238 0.1749
C -0.1715 -0.1872 -0.0307
C 2.5742 -1.6194 -0.1253
C -0.2183 0.5124 0.0637
C -1.3857 1.6502 0.0879
N 1.3951 0.2817 0.4299
H -0.1127 0.3587 -0.1734
H 0.0343 -0.2147 -0.1657
H -0.0377 -0.0517 -0.0144
H -0.0350 -0.0648 0.0107
H 0.0220 -0.0072 -0.0498
H 0.1390 -0.1238 -0.3593
H 0.3367 -0.0042 0.2157
H -0.1586 -0.3416 0.1231
H -0.2827 0.0353 -0.1874

In the Mulliken picture, each atom carries the following charge in e: 0.5545 -0.7502 0.4801 -1.2441 -1.0174 -0.7257 0.2014 0.2440 0.3415 0.2977 0.3662 0.3376 0.3197 0.3530 0.2417

***

ORCA calculation (wB97M-V/def2-TZVPD) on a molecular structure, C5H9N at a distorted geometry.

The multiplicity is 2. As for the HOMO-LUMO gap (alpha / beta): 0.3239 / 0.3306 hartree. As for the charge: +1. The calculation puts the HOMO energy (alpha / beta) at -14.433 / -15.688 eV. Its expectation value of S² is 0.778.

Geometry (Å):
C 1.486 1.249 0.988
N 0.737 0.910 -0.197
C -0.495 0.486 -0.098
C -1.534 0.743 0.785
C -0.263 -1.877 -1.126
C -0.288 -0.412 -1.207
H 0.859 1.476 1.851
H 2.099 2.124 0.828
H 2.114 0.397 1.245
H 0.538 -2.220 -0.483
H -1.428 1.302 1.702
H -2.460 0.233 0.568
H -1.203 -2.173 -0.624
H -0.198 -2.304 -2.108
H 0.036 0.066 -2.127

Cartesian forces, eV/Å:
C 0.0520 0.2200 0.5861
N -0.4701 -0.6370 0.1286
C -0.1656 0.9724 -0.1205
C -0.0405 -0.9374 0.0005
C -1.2322 0.5433 0.4959
C 1.2818 0.2978 -0.2395
H -0.2252 -0.2030 -0.0575
H 0.3403 0.0050 -0.4267
H 0.2158 0.0024 -0.0426
H 0.3239 -0.0988 0.1320
H 0.0222 0.2358 -0.1732
H -0.2507 0.1319 0.2072
H 0.2909 -0.1839 -0.1369
H 0.1684 -0.3348 -0.3337
H -0.3111 -0.0136 -0.0197

In the Mulliken picture, each atom carries the following charge in e: -0.6980 -0.1939 0.6328 -0.8171 -0.9461 0.1877 0.2899 0.2619 0.2953 0.3429 0.3042 0.3078 0.3417 0.3262 0.3645

***

ORCA calculation (wB97M-V/def2-TZVPD) on a gas-phase ion, C5H9N2 (charge +1) at a distorted geometry.

As for the structure (SMILES): C#C[C@H](C)/[NH+]=C/N. As for the HOMO-LUMO gap: 0.3920 hartree. As for the charge: +1. The calculation puts the HOMO energy at -14.131 eV.

Geometry (Å):
C 0.026 0.110 -2.925
C -0.274 0.320 -1.774
C -0.691 -1.347 0.510
C 0.952 1.889 -0.205
C -0.179 0.830 -0.394
N -0.726 -2.398 1.264
N 0.043 -0.279 0.527
H 0.071 -0.002 -3.993
H -1.432 -1.263 -0.311
H 1.933 1.534 -0.156
H 0.778 2.542 -0.943
H 0.626 2.364 0.725
H -1.011 1.389 -0.070
H -1.354 -3.065 1.062
H -0.342 -2.680 2.142
H 0.840 -0.243 1.127

Cartesian forces, eV/Å:
C -0.9226 0.1562 0.2864
C 0.9271 0.5075 -0.4779
C -1.1397 1.3247 -1.4766
C -2.4107 -2.1161 2.8302
C 1.8417 -0.0767 -0.8730
N 1.7004 0.9494 1.2025
N 0.3112 -0.9041 0.9674
H 0.1773 -0.1752 0.3177
H 0.2738 -0.7165 0.5591
H 1.4416 -0.6659 -0.1331
H -0.0809 2.6309 -2.7933
H 0.7279 0.2192 0.0813
H -1.5839 0.1886 0.0694
H -2.9549 -2.5995 -1.5435
H 1.2435 1.0119 0.4938
H 0.4481 0.2655 0.4896

In the Mulliken picture, each atom carries the following charge in e: 0.1749 -0.8571 0.2149 -1.5728 0.5016 -0.2860 -0.1663 0.4511 0.3105 0.4642 0.4420 0.4098 0.1690 0.2415 0.2322 0.2706

***

ORCA calculation (wB97M-V/def2-TZVPD) on a gas-phase ion, C5H9N2 (charge +1) at a distorted geometry.

As for the structure (SMILES): CC1=[NH+]C=N[C@@H]1C. As for the HOMO-LUMO gap: 0.3784 hartree. As for the charge: +1. The calculation puts the HOMO energy at -15.437 eV.

Geometry (Å):
C -0.324 0.163 0.829
C 0.679 -1.792 0.834
C 0.641 0.034 -0.425
C -1.852 0.825 1.038
C 0.740 0.827 -1.588
N -0.171 -1.119 1.443
N 1.192 -1.162 -0.351
H 0.320 0.865 1.377
H 1.156 -2.803 0.844
H -2.023 1.524 1.941
H -2.263 -0.154 1.212
H -2.137 1.107 0.055
H 1.622 0.600 -2.168
H 0.801 1.921 -1.524
H -0.069 0.677 -2.391
H 1.688 -1.515 -1.126

Cartesian forces, eV/Å:
C 1.3169 1.3140 -0.4515
C 1.7064 -2.3607 -1.8489
C -2.9561 -1.5472 1.3995
C 2.2625 -1.6924 0.4059
C 0.0779 2.1062 -3.5687
N -0.1753 -0.1617 1.1304
N -2.0148 3.2662 1.2860
H 0.2002 0.0732 0.5484
H -1.1612 0.6628 1.3729
H 0.8021 -1.0697 -1.8808
H -1.1722 0.0874 0.3953
H -0.6709 0.9744 -0.4678
H 0.5587 -0.3645 -0.0470
H -0.3463 -0.2502 0.7615
H 0.5080 -0.1636 1.6053
H 1.0641 -0.8742 -0.6407

In the Mulliken picture, each atom carries the following charge in e: 0.3370 -0.0963 0.5734 -0.8458 -1.4407 -0.4526 -0.0669 0.3070 0.3513 0.2995 0.3213 0.3502 0.4318 0.3644 0.3295 0.2369

***

ORCA calculation (wB97M-V/def2-TZVPD) on a gas-phase ion, C5H9N2 (charge +1).

As for the structure (SMILES): CCc1c[nH]c[nH+]1. As for the HOMO-LUMO gap: 0.4058 hartree. As for the charge: +1. The calculation puts the HOMO energy at -14.223 eV.

Geometry (Å):
C -1.355 -0.590 -1.735
C -0.137 0.296 -1.399
C 0.389 0.194 -0.016
C 1.623 0.205 0.553
N 1.459 0.125 1.915
C 0.171 0.093 2.204
N -0.486 0.134 1.054
H -1.849 -0.137 -2.595
H -2.136 -0.573 -0.964
H -1.029 -1.581 -2.029
H -0.374 1.341 -1.619
H 0.656 0.078 -2.107
H 2.581 0.220 0.057
H 2.234 0.241 2.553
H -0.265 -0.037 3.178
H -1.480 -0.011 0.951

Cartesian forces, eV/Å:
C 0.0805 0.8866 -0.1824
C -0.0940 0.1121 -0.6036
C -0.2374 0.0157 0.3842
C 0.0912 -0.1270 -0.9064
N 0.6042 0.4223 -0.1799
C -0.1862 -0.2498 0.1788
N -0.2081 -0.2839 0.0055
H 0.0913 -0.1561 -0.0893
H 0.2779 -0.3828 -0.0255
H -0.2521 -0.2680 0.3422
H -0.1137 0.0407 0.3039
H 0.2374 -0.1689 0.0289
H -0.0311 0.0900 0.2823
H -0.2542 -0.2470 0.2474
H 0.0014 0.1563 0.0826
H -0.0070 0.1596 0.1313

In the Mulliken picture, each atom carries the following charge in e: -1.0475 -0.4823 0.5427 -0.6600 -0.0251 -0.1677 -0.0089 0.3179 0.3253 0.2915 0.2839 0.3425 0.3986 0.2504 0.4131 0.2257

***

ORCA calculation (wB97M-V/def2-TZVPD) on a gas-phase ion, C5H9N2 (charge +1) at a distorted geometry.

As for the structure (SMILES): C[C@H]1C[C@@H]1C[N+]#N. As for the HOMO-LUMO gap: 0.3233 hartree. As for the charge: +1. The calculation puts the HOMO energy at -14.875 eV.

Geometry (Å):
C 0.270 -0.979 -0.015
C 1.586 1.234 0.058
C 0.360 0.419 -0.449
C -2.178 -0.231 -0.130
C -0.842 -0.048 0.509
N 2.549 0.173 0.113
N 2.359 -0.941 0.135
H -0.081 -1.709 -0.782
H 2.001 2.073 -0.516
H 1.563 1.546 1.113
H 0.304 0.483 -1.501
H -2.611 0.550 -0.716
H -2.862 -0.541 0.561
H -2.202 -0.942 -0.941
H 0.771 -1.243 0.960
H -0.988 0.156 1.601

Cartesian forces, eV/Å:
C -1.0859 -0.5908 1.2758
C -0.6687 0.3973 0.8590
C -0.8259 0.6100 2.3250
C 0.8626 0.0697 -2.0412
C -0.1391 1.0917 -1.8435
N 0.5976 -2.6211 -0.3154
N 3.2205 0.9928 0.1360
H 0.8201 0.2488 1.0957
H -0.5371 -0.3563 -0.1321
H -0.3748 0.1563 -0.2279
H -1.0242 0.5690 -1.0119
H -0.0027 1.5494 0.3500
H -1.9468 -0.7758 1.8549
H 0.5362 -1.0024 -0.0482
H -0.6768 -0.5216 -1.1362
H 1.2448 0.1831 -1.1401

In the Mulliken picture, each atom carries the following charge in e: -0.5470 -0.5152 -0.1890 -1.5257 0.4319 0.3078 -0.1117 0.3864 0.2847 0.3274 0.3548 0.3671 0.4110 0.3630 0.2972 0.3571

***

ORCA calculation (wB97M-V/def2-TZVPD) on a gas-phase ion, C5H9N2 (charge +1) at a distorted geometry.

As for the HOMO-LUMO gap: 0.2817 hartree. As for the charge: +1. The calculation puts the HOMO energy at -14.165 eV.

Geometry (Å):
C 1.735 1.304 0.098
C 0.645 -0.848 -0.415
C 0.364 0.515 -0.189
C -0.150 -1.871 0.221
C -0.866 1.103 0.026
N 2.277 -0.893 -0.122
N 2.662 0.239 0.125
H 2.075 2.021 -0.781
H 1.735 1.806 1.045
H 0.890 -0.948 -1.496
H -0.599 -1.415 1.062
H 0.523 -2.688 0.411
H -0.864 -2.237 -0.404
H -0.854 2.025 0.528
H -1.531 0.333 0.490
H -1.004 1.247 -1.055

Cartesian forces, eV/Å:
C -1.2208 -0.6267 -3.1896
C 3.0894 1.5730 -1.7421
C 3.6774 1.0084 1.6164
C 1.2042 -0.3704 0.6966
C -1.4490 -1.2494 0.3638
N -0.8811 1.3418 0.9530
N 1.5596 -1.6376 -0.3964
H -0.9613 -1.0354 1.7867
H -0.2000 0.4721 0.4435
H -0.6458 -0.1076 -0.0071
H -0.4454 -0.3195 1.3818
H 0.0896 -0.4048 0.7244
H -2.2617 -1.0081 -1.7229
H -0.1036 1.2249 0.5292
H -0.1908 0.8716 -0.8914
H -1.2607 0.2678 -0.5460

In the Mulliken picture, each atom carries the following charge in e: -0.5307 0.5409 0.2352 -1.4876 -0.8359 -0.1310 -0.1683 0.3425 0.3790 0.3825 0.4123 0.4264 0.3961 0.4110 0.2845 0.3431

***

ORCA calculation (wB97M-V/def2-TZVPD) on a gas-phase ion, C5H9N2 (charge +1) at a distorted geometry.

As for the structure (SMILES): CCc1c[nH]c[nH+]1. As for the HOMO-LUMO gap: 0.4083 hartree. As for the charge: +1. The calculation puts the HOMO energy at -14.259 eV.

Geometry (Å):
C -0.328 -1.450 -1.647
C 0.824 -0.981 -0.727
C 0.369 -0.066 0.351
C -0.646 -0.087 1.258
N -0.819 1.192 1.711
C 0.025 2.018 1.102
N 0.718 1.282 0.270
H 0.116 -2.019 -2.456
H -0.963 -0.610 -1.917
H -0.946 -2.167 -1.109
H 1.516 -0.460 -1.372
H 1.410 -1.830 -0.393
H -1.240 -0.912 1.592
H -1.577 1.443 2.331
H 0.072 3.066 1.334
H 1.471 1.583 -0.330

Cartesian forces, eV/Å:
C 0.2359 -0.4681 1.2350
C -0.0264 -0.4852 -0.6084
C -0.6431 0.8150 -0.4588
C 0.5113 -0.5313 -0.2708
N -0.4694 -0.0941 0.2284
C -0.8567 0.0592 0.8294
N 0.9931 -0.6042 -0.4538
H -0.1935 0.3510 -0.4674
H 0.1279 -0.0658 -0.5098
H -0.1683 0.0279 0.0804
H 0.3314 0.5120 -0.0330
H -0.1608 -0.1825 0.4538
H -0.1871 -0.0844 0.1245
H 0.2640 0.2696 0.1109
H 0.2644 0.1528 -0.3042
H -0.0225 0.3282 0.0439

In the Mulliken picture, each atom carries the following charge in e: -1.1609 -0.5672 0.4643 -0.5240 -0.0304 -0.1553 -0.0327 0.3603 0.3624 0.3144 0.3238 0.3456 0.4263 0.2385 0.4053 0.2295

***

Results for energy relative to the best compared isomer or geometry (same formula, charge and spin): 3.203 2.528 1.524 2.788 3.602 3.372 0.563 6.231 5.899 0.694 (in eV, following the order of the records).
Results for DFT total energy: -250.54923 -250.57403 -250.43314 -250.26612 -305.09765 -305.10610 -305.20935 -305.00104 -305.01326 -305.20453 (in Ha, following the order of the records).